84
Properties=species:S:1:pos:R:3:forces:R:3 method="wB97M-V/def2-TZVPD" homo_ev=-5.54 multiplicity=1 charge=-1
O 0.40246 -3.46709 0.88058 0.0 0.7 0.3
C -1.14787 3.99864 -0.03143 -0.5 -0.5 -0.1
C -3.57195 0.30287 -1.49969 -2.2 0.7 -1.6
O -1.75430 -0.73732 6.01704 2.1 -1.8 1.6
H -0.67015 -3.08168 -3.59966 0.3 0.1 -0.1
S -1.38546 5.56195 0.67233 0.4 -0.2 -0.1
C 1.49759 -3.38503 3.40681 -1.1 1.1 1.3
Ca -0.38398 -0.26240 -0.94380 0.3 -0.1 -0.1
H 2.50369 -2.60505 -0.11469 0.2 0.3 -0.5
H -0.31103 0.53776 -3.99740 0.6 0.2 0.6
H -1.27991 -1.38930 3.78162 0.0 0.1 0.0
C 1.24065 3.63289 0.41602 1.1 -0.5 0.1
C 0.33521 -2.65579 3.07163 0.5 0.5 1.0
H -0.69560 -3.35493 -0.68773 -0.4 0.0 -0.3
H 0.52289 -1.80667 -4.39152 0.0 0.3 0.1
H 2.59804 0.27082 -3.42077 -0.6 0.0 -0.2
C -0.41375 -1.96592 4.06023 1.6 -0.9 0.3
H 1.49170 -2.77520 6.86699 0.1 0.1 -0.7
N 2.40821 -0.53359 -0.15327 -0.8 -0.5 -0.3
C -4.93154 0.74718 -1.78945 1.5 -0.4 0.0
C -2.63602 5.95250 -0.42916 -0.1 -0.3 0.3
H -2.56997 2.42892 1.78880 -0.2 0.4 -0.1
H 3.49886 -0.98796 -2.56401 -0.4 -0.6 0.2
Cl -3.09390 0.17896 0.16275 -0.1 0.0 0.3
H 3.60611 -2.76249 -2.47504 -0.1 0.4 0.2
C 0.07149 -2.48657 1.59401 -1.0 0.5 -1.2
H 2.24785 -1.97898 -4.63139 0.1 -0.1 0.1
H 1.72263 -4.05442 -3.18741 0.2 -0.3 -0.2
C 1.68587 0.00122 -3.97724 -0.6 0.1 -0.3
H -0.11010 1.05975 5.06755 0.0 0.3 -0.5
C 0.02184 -2.05047 5.41289 1.2 -1.3 -1.5
N 3.20758 -3.89319 5.09307 3.4 -1.0 1.4
C 1.18613 -3.45659 -2.44982 -0.7 1.1 -0.5
H -0.59585 -4.63554 -2.86426 0.4 -0.3 0.0
H 1.43586 -3.81532 -1.44965 -0.1 0.0 -0.1
H -3.13762 6.89429 -0.36668 -0.2 0.3 0.0
O -0.45415 -1.37941 1.21771 0.8 -1.5 0.5
C 1.21881 -2.72150 5.80992 -1.3 0.3 -1.8
H -2.53717 1.51888 4.28844 -0.1 -0.2 0.1
H 3.91992 4.57849 -1.34164 0.0 -0.2 0.2
H 2.79649 0.25064 -0.63663 0.3 0.7 0.0
H 1.62515 3.31437 -1.66029 0.1 0.2 0.2
C 3.48632 4.64384 0.76999 0.4 0.2 0.6
N -1.11656 -3.04952 -1.57764 0.9 0.4 0.2
C -2.03944 3.78313 -1.05193 0.1 0.7 0.6
H 2.00523 -3.92864 2.63277 0.3 0.0 -0.1
N 0.51040 0.68048 -3.38432 0.3 0.5 0.0
Cl -6.91818 1.41206 -3.54411 -0.2 0.0 0.0
Cl -2.20129 -0.61696 -5.08546 0.8 -0.4 -0.7
H -2.08452 -3.33361 -1.65610 0.1 0.1 0.1
H 2.51388 -0.40923 0.84873 -0.1 0.1 -0.2
C -2.66620 -0.02719 -2.49427 0.3 -0.2 0.8
N -0.79706 -1.45326 6.41819 -1.2 1.5 1.9
H -2.06968 2.89791 -1.66623 0.1 -0.2 0.2
C 1.93777 -3.32834 4.74128 -1.1 0.5 0.5
H 0.69016 1.70439 -3.30611 -0.4 -1.1 0.0
H 4.38385 5.07959 1.19108 -0.2 0.0 0.0
Cl -5.99846 1.26420 -0.54139 0.0 0.1 0.2
C -0.32676 -3.58873 -2.69784 -0.5 -0.2 0.6
N 1.61140 -2.03228 -2.57263 0.1 0.1 -0.9
C -3.18072 -0.07748 -3.77267 -1.7 0.5 0.6
C -0.42748 2.51660 1.91182 -0.8 0.6 -1.0
S 2.18853 4.17906 1.77545 -0.3 0.7 -0.5
H 1.84743 0.34796 -5.00436 0.1 -0.2 -0.1
C 1.48861 -1.52462 -3.97286 0.5 0.2 0.8
O -0.15433 1.80820 -0.26182 0.2 0.7 -0.5
C 3.24719 4.33701 -0.52045 0.3 -0.1 -1.0
Cl -5.07580 0.11647 -5.70813 -0.3 0.0 -0.6
C -1.68762 2.28572 2.38162 0.6 -0.1 0.5
C -0.12249 2.97287 0.48780 -0.1 -1.1 -0.1
H -3.70811 4.88214 -1.98265 0.2 0.2 0.2
C -2.91478 4.90268 -1.23425 -0.1 -0.5 -0.9
S 0.80548 1.93559 2.93434 -1.1 -0.5 1.2
C 3.03188 -1.77113 -0.61901 0.7 -0.4 1.1
C 3.01112 -1.88405 -2.13113 -0.3 -0.5 0.3
C -0.39558 1.50456 4.10865 0.6 -0.8 0.8
O 3.49640 -3.92454 6.33519 -0.5 -0.2 -3.4
C -4.50760 0.26056 -4.10282 0.1 0.5 0.9
C -5.38669 0.78156 -3.11316 1.7 -0.8 0.1
H 4.07691 -1.83150 -0.25779 -0.1 -0.1 -0.3
O -0.45923 -1.65279 7.62103 -1.3 0.7 -2.7
C 2.00009 3.69959 -0.71477 -0.6 0.3 -0.2
C -1.66666 1.70931 3.68396 0.3 0.3 -0.3
O 4.00787 -4.25932 4.18628 -2.2 0.8 2.2